Entry 1:
The following is a quantum chemistry calculation of C12H8Br4N2O6PtSSe as an isolated structure, from the Open Molecules 2025 dataset.

Structure (XYZ):
```
35
Properties=species:S:1:pos:R:3:lowdin_charge:R:1
Pt -2.11 -0.45 -0.09 0.903
Br 0.68 -5.23 -4.97 0.791
C 0.42 -3.80 -3.80 -0.720
C 1.63 -3.10 -3.26 -0.713
Br 3.30 -3.71 -3.80 0.799
C 1.53 -2.06 -2.42 -0.652
Br 3.00 -1.12 -1.73 0.825
C 0.21 -1.58 -1.97 -0.328
O 0.08 -0.67 -1.18 -0.033
C -1.04 -2.27 -2.56 -0.335
O -2.12 -1.83 -2.28 0.054
C -0.83 -3.41 -3.48 -0.662
Br -2.39 -4.20 -4.12 0.868
O -2.79 -3.35 2.66 -0.421
Se -2.20 -1.93 2.21 0.843
O -3.37 -0.96 1.39 -0.566
O -1.25 -2.01 0.78 -0.571
O -1.47 -1.04 3.34 -0.451
C 2.74 3.07 0.39 0.001
C 1.35 2.76 0.86 -0.253
C 0.97 2.63 2.16 0.045
C -0.38 2.32 2.43 -0.269
N -1.25 2.08 1.46 0.116
C -0.86 2.15 0.19 -0.777
S -1.88 1.72 -1.12 0.601
N 0.41 2.56 -0.09 0.115
C -0.89 2.20 3.82 -0.003
H 3.27 3.65 1.15 0.091
H 2.73 3.63 -0.54 0.090
H 3.28 2.14 0.23 0.091
H 1.69 2.77 2.96 0.126
H 0.67 2.59 -1.07 0.145
H -0.18 2.55 4.56 0.082
H -1.13 1.14 3.99 0.073
H -1.83 2.74 3.91 0.098
```

* highest occupied orbital energy: -8.1882 eV
* HOMO-LUMO gap: 0.197 Ha
* DFT total energy: -14237.84328 Ha
* total charge: 0
* ΔE to the lowest compared entry with this formula, charge and spin: 37.7 kcal per mole

=====

Entry 2:
The following is a quantum chemistry calculation of a 2-piece molecular cluster, C19H30N6O3 overall, from the Open Molecules 2025 dataset.

Structure (XYZ):
```
58
Properties=species:S:1:pos:R:3:lowdin_charge:R:1
C -1.74 3.51 0.30 -0.046
N -1.09 2.64 1.27 0.020
C -0.34 1.58 0.93 -0.441
O -0.17 1.26 -0.24 0.047
C 0.25 0.75 2.09 -0.179
C 1.16 1.57 3.03 -0.091
C 2.46 2.08 2.48 -0.190
C 2.60 3.13 1.64 -0.056
N 3.94 3.26 1.30 0.081
C 4.72 2.31 1.92 -0.206
C 6.09 2.02 1.89 -0.020
C 6.58 0.95 2.65 -0.090
C 5.70 0.17 3.42 -0.091
C 4.32 0.46 3.44 -0.022
C 3.79 1.54 2.69 -0.136
N 0.83 -0.55 1.71 0.147
C 1.70 -0.93 0.76 -0.507
C 2.60 0.02 -0.01 0.031
O 1.77 -2.12 0.48 0.012
H -2.54 4.08 0.78 0.085
H -2.16 2.92 -0.51 0.092
H -1.01 4.21 -0.13 0.083
H -1.21 2.84 2.25 0.129
H -0.62 0.50 2.69 0.151
H 1.39 0.94 3.89 0.119
H 0.60 2.42 3.41 0.111
H 1.80 3.74 1.26 0.130
H 4.28 3.96 0.66 0.155
H 6.76 2.62 1.29 0.100
H 7.63 0.71 2.63 0.096
H 6.08 -0.66 4.00 0.094
H 3.65 -0.15 4.02 0.101
H 0.38 -1.35 2.12 0.153
H 2.23 1.04 0.03 0.054
H 2.62 -0.29 -1.05 0.099
H 3.60 -0.02 0.41 0.088
H -1.11 -0.07 -1.40 -0.003
N -1.77 -0.27 -2.15 0.110
C -1.84 -1.49 -2.52 -0.551
N -1.11 -2.49 -1.95 0.008
O -0.67 -2.46 -0.58 -0.043
N -2.71 -1.69 -3.54 0.034
C -3.37 -2.98 -3.82 -0.212
C -4.84 -2.74 -4.19 -0.207
C -5.67 -2.08 -3.08 -0.263
C -5.74 -2.92 -1.80 -0.110
H -1.31 -3.40 -2.35 0.117
H 0.31 -2.40 -0.46 0.057
H -3.22 -0.84 -3.76 0.122
H -3.31 -3.64 -2.95 0.101
H -2.86 -3.48 -4.65 0.109
H -4.88 -2.11 -5.09 0.108
H -5.29 -3.71 -4.45 0.109
H -6.69 -1.93 -3.46 0.102
H -5.27 -1.09 -2.85 0.099
H -6.09 -3.93 -2.02 0.074
H -4.76 -2.97 -1.32 0.067
H -6.44 -2.46 -1.10 0.069
```

* highest occupied orbital energy: -7.5245 eV
* SMILES string: CNC(=O)[C@H](Cc1c[nH]c2ccccc12)NC(C)=O.[H]/N=C(\NO)NCCCC
* HOMO-LUMO gap: 0.292 Ha
* DFT total energy: -1296.23019 Ha
* total charge: 0
* ΔE to the lowest compared entry with this formula, charge and spin: 87.5 kcal per mole